Model one:
21
Properties=species:S:1:pos:R:3 method="wB97M-V/def2-TZVPD" total_charge=+1 orbital_gap_ev=13.00
C -1.00497 0.87212 -0.09748
N 0.12487 -0.10305 0.20923
C -0.27716 -1.41825 -0.41602
C -1.10045 -0.99112 -1.59969
C -1.99644 0.11300 -0.99453
H -0.51811 1.73818 -0.54033
H -1.46898 1.16223 0.84442
H 1.03226 0.19581 -0.18306
H 0.26131 -0.23093 1.22067
H 0.57013 -2.05947 -0.63709
H -0.89755 -1.90712 0.33125
H -1.64435 -1.79983 -2.07538
H -0.52730 -0.52015 -2.38624
H -2.36665 0.76440 -1.77873
H -2.75782 -0.34483 -0.36684
H 2.06650 2.14375 -1.20306
H 2.93370 1.53645 -0.12863
O 2.42603 1.29268 -0.91845
H 0.43383 0.07752 3.85025
H 1.15402 -1.04971 3.16972
O 0.90911 -0.12402 3.03394

Model two:
21
Properties=species:S:1:pos:R:3 method="wB97M-V/def2-TZVPD" total_charge=+1 orbital_gap_ev=10.07
C 1.63666 1.93909 -1.82427
C 1.01730 0.58349 -1.29484
C 0.04982 0.58945 -0.08202
C -0.47397 -0.99645 1.63638
N -0.31344 -0.80085 0.35866
H 2.35163 1.84895 -2.61566
H 0.74010 2.46235 -2.04262
H 2.07080 2.51832 -0.98846
H 0.39084 0.32519 -2.19168
H 1.58462 -0.28946 -0.84923
H 0.45513 1.16583 0.77727
H -0.92537 1.09433 -0.30182
H -0.77121 -0.15406 2.21784
H -0.08997 -1.91463 2.02001
H -0.22409 -1.56547 -0.37273
H 0.79606 -3.68677 -1.07233
H -0.58445 -3.04243 -1.37893
O 0.35238 -2.89396 -1.36785
H -2.04183 2.49419 2.90356
H -2.71673 1.19457 2.43782
O -1.87991 1.70165 2.40971

Model three:
21
Properties=species:S:1:pos:R:3 method="wB97M-V/def2-TZVPD" total_charge=+1 orbital_gap_ev=10.44
C -0.06283 -2.92693 0.28140
C 0.25995 -1.69492 -0.57148
C -0.60373 -0.53407 -0.05945
C 0.41121 0.68137 -1.91278
N -0.31832 0.61285 -0.85332
H 0.52035 -3.77234 0.03822
H -0.10121 -2.74242 1.34543
H -1.10813 -3.21666 -0.02402
H 1.33751 -1.55395 -0.54198
H -0.17328 -1.91367 -1.51992
H -1.61276 -0.76125 -0.08739
H -0.33898 -0.17305 0.95111
H 0.96025 1.56582 -2.12973
H 0.65374 -0.26411 -2.30655
H -0.75729 1.50084 -0.71198
H 1.45668 1.00344 2.56224
H 1.81436 2.23755 1.72348
O 1.12018 1.61836 1.88962
H -1.52839 4.13266 0.71961
H -0.64763 2.91726 0.92987
O -1.28166 3.28323 0.27762

Stability summary: most stable model one, least stable model two.

Model one:
21
Properties=species:S:1:pos:R:3 method="wB97M-V/def2-TZVPD" total_charge=+1 orbital_gap_ev=10.03
C 0.31556 1.87234 0.13524
C -0.50818 2.11061 -1.11551
C -1.83205 1.39659 -1.14650
C -2.06059 0.35298 -1.97081
N 0.53737 0.39318 0.33902
H 1.31310 2.30773 0.14937
H -0.20290 2.24319 1.02078
H -0.74851 3.17253 -1.21654
H 0.10126 1.96947 -2.01252
H -2.72519 1.82832 -0.70669
H -3.01549 0.24239 -2.46966
H -1.30867 -0.41413 -2.13176
H -0.37428 -0.04786 0.16150
H 1.19930 -0.03149 -0.30625
H 0.74416 0.17369 1.32312
H 2.17397 -4.04503 0.39515
H 2.60681 -4.05842 1.83936
O 1.91502 -3.70575 1.26174
H 0.02955 -2.28882 2.48797
H 1.34117 -1.94177 1.84477
O 0.49859 -1.52976 2.11820

Model two:
21
Properties=species:S:1:pos:R:3 method="wB97M-V/def2-TZVPD" total_charge=+1 orbital_gap_ev=11.93
O 0.60079 2.14471 -1.40925
C 1.44570 1.06122 -1.70555
C 1.00772 -0.18787 -0.98264
N 0.34556 0.20220 0.34549
C 0.54258 -0.86176 1.43697
C -0.60174 -1.86560 1.50399
H 0.87515 2.92795 -1.89378
H 1.53097 0.87275 -2.77316
H 2.46023 1.36006 -1.35069
H 0.21924 -0.73595 -1.48448
H 1.82790 -0.82440 -0.66085
H -0.65876 0.20691 0.12876
H 0.70809 1.12617 0.57639
H 1.49306 -1.28021 1.16340
H 0.58014 -0.31450 2.39360
H -0.98774 -2.00201 2.51228
H -1.42985 -1.78707 0.79954
H -0.08020 -2.82998 1.23192
H -3.30311 1.68011 -0.10735
H -3.67788 0.29169 0.24844
O -2.89784 0.81557 0.02699

Model three:
21
Properties=species:S:1:pos:R:3 method="wB97M-V/def2-TZVPD" total_charge=+1 orbital_gap_ev=12.18
C -1.54475 -0.89033 0.52620
C -0.30538 -0.36794 -0.35565
C -0.58718 0.95749 -1.00147
C 0.54773 1.61982 -1.88418
O 1.55835 1.84026 -0.97963
N 0.85560 0.00656 0.58397
H -1.24248 -1.88922 0.89122
H -1.72877 -0.35582 1.54456
H -2.50922 -0.93752 -0.11169
H -0.02001 -1.23732 -1.02395
H -1.08408 1.54275 -0.25412
H -1.27414 0.99003 -1.90864
H 0.24302 2.52248 -2.31589
H 0.78096 0.93582 -2.76359
H 2.20583 2.32603 -1.39974
H 1.63523 -0.35378 0.17489
H 0.61012 -0.42881 1.49190
H 0.89244 1.05504 0.49617
H -0.40803 -2.61399 2.51166
H 0.80392 -2.22550 3.34572
O 0.57086 -2.49607 2.43225

Stability summary: most stable model two, least stable model three.

Model one:
14
Properties=species:S:1:pos:R:3 method="wB97M-V/def2-TZVPD" total_charge=+1 orbital_gap_ev=11.02
C 2.35598 1.05075 -0.63838
H 2.94124 1.73383 -1.24551
H 2.03459 1.49475 0.30192
H 1.48359 0.80727 -1.25044
H 2.94193 0.16568 -0.39375
C -1.95542 0.25204 0.71011
C -0.35753 -1.35513 -0.13119
N -1.49763 -1.11585 0.38896
H -3.02420 0.26725 0.88592
H -1.37213 0.60823 1.55794
H -1.75791 0.88305 -0.15267
H 0.39634 -0.57092 -0.11713
H -0.14043 -2.30422 -0.60821
H -2.04842 -1.91672 0.69242

Model two:
14
Properties=species:S:1:pos:R:3 method="wB97M-V/def2-TZVPD" total_charge=+1 orbital_gap_ev=9.11
C 2.81303 0.27205 2.81179
H 2.63826 -0.57772 2.21859
H 2.80692 0.00965 3.91322
H 2.07549 1.04296 2.75625
H 3.79684 0.54274 2.62104
C -0.92773 0.28899 -0.61349
C -2.42750 -0.92630 -2.45086
N -1.60628 0.01832 -1.98602
H -1.34127 -0.18491 0.18058
H -1.31060 1.32557 -0.60176
H 0.08266 0.11880 -0.85619
H -3.06875 -1.42056 -1.89703
H -2.49780 -1.14364 -3.43053
H -1.03328 0.63407 -2.66559

Stability summary: most stable model one, least stable model two.

Model one:
14
Properties=species:S:1:pos:R:3 method="wB97M-V/def2-TZVPD" total_charge=+1 orbital_gap_ev=5.47
C 1.48562 0.97562 0.14295
H 1.72265 -3.23962 -3.29898
H 2.34081 1.45088 -0.30406
H 1.81046 0.38874 1.20778
H 2.43855 -3.14930 -3.37037
C -0.64752 -0.09512 0.73495
C 0.06885 0.77121 -0.26840
N -1.90438 0.36119 1.32588
H -0.10887 -0.85118 1.36998
H -0.44019 1.75007 -0.85285
H 0.02266 0.12136 -1.23421
H -1.93981 1.32735 1.13410
H -2.83185 -0.17675 1.06902
H -2.01699 0.36555 2.34420

Model two:
14
Properties=species:S:1:pos:R:3 method="wB97M-V/def2-TZVPD" total_charge=+1 orbital_gap_ev=9.25
C -0.13208 1.91560 0.20697
C 0.43078 0.62678 -0.34656
N -0.55961 -0.76247 -0.05868
C 0.28937 -1.83791 0.09130
H -0.23821 2.03491 1.33527
H -1.24447 1.86414 -0.05612
H 0.52165 2.79290 -0.03277
H 1.34136 0.32868 0.01133
H 0.50064 0.54123 -1.37864
H -0.26806 0.84260 1.01102
H -1.47608 -0.79342 -0.52307
H 0.82900 -2.06013 -0.82248
H 0.92587 -1.80770 0.97990
H -0.50286 -2.63273 0.17602

Model three:
14
Properties=species:S:1:pos:R:3 method="wB97M-V/def2-TZVPD" total_charge=+1 orbital_gap_ev=10.00
N -0.12467 -0.88369 1.76256
H -0.15909 -0.76895 0.73277
H 0.70751 -0.35538 1.98708
H -0.00921 -1.80433 2.18829
H -0.98502 -0.49136 2.15128
C 0.28467 -0.39223 -1.63493
C -0.36247 0.79937 -1.02882
C 0.12182 1.54833 -0.02939
H 0.43923 -0.35972 -2.71705
H -0.39260 -1.25686 -1.58816
H 1.24452 -0.72532 -1.23399
H -1.41122 0.92844 -1.24465
H -0.52031 2.29868 0.40941
H 1.16683 1.46302 0.24560

Stability summary: most stable model three, least stable model one.

Model one:
21
Properties=species:S:1:pos:R:3 method="wB97M-V/def2-TZVPD" total_charge=0 smiles=O.O.O.O.O.O.O orbital_gap_ev=9.12
H 1.05834 -1.47441 -1.88981
H 0.32862 -0.56716 -0.91285
H 0.96813 0.08540 1.35309
H 0.86328 -0.82063 2.56888
H 1.13828 3.08485 0.92497
H 0.18966 1.89914 0.85977
H -2.27402 1.63044 0.31633
H -3.73187 1.20692 0.38945
H -2.91375 -1.19541 -0.07578
H -1.95305 -2.00650 -0.92973
H 2.16973 -2.81853 0.57223
H 1.80735 -1.42204 0.09419
H 1.30160 0.94635 -0.80159
H 2.03883 1.84903 -1.77715
O 1.08843 -0.59106 -1.50540
O 0.78940 -0.82680 1.60790
O 0.20127 2.85954 0.94028
O -2.92771 1.07708 -0.12578
O -2.79129 -2.07152 -0.45844
O 1.43145 -2.20118 0.51918
O 1.21732 1.35650 -1.66973

Model two:
21
Properties=species:S:1:pos:R:3 method="wB97M-V/def2-TZVPD" total_charge=0 smiles=O.O.O.O.O.O.O orbital_gap_ev=10.14
O -8.59196 -0.21941 24.33951
H -8.16210 -0.93081 24.86871
H -9.41260 -0.54635 23.97345
O -9.91960 3.83974 24.06062
H -9.36471 3.26256 24.62452
H -9.60244 4.69261 24.30554
O -4.68867 1.93152 26.46029
H -4.70493 2.87063 26.37063
H -3.77066 1.72250 26.54247
O -8.03455 2.36210 25.57176
H -7.55874 2.11689 26.35088
H -8.17948 1.50202 25.17437
O -5.20846 -0.07378 24.87421
H -4.96090 -0.86552 25.38681
H -5.12755 0.65050 25.47140
O -5.68658 2.67974 23.69927
H -6.32805 2.51482 24.29914
H -5.18104 3.41389 24.04526
O -8.35701 1.90631 22.40637
H -8.42045 1.07377 22.81293
H -8.17857 1.73644 21.50892

Stability summary: most stable model two, least stable model one.

Model one:
21
Properties=species:S:1:pos:R:3 method="wB97M-V/def2-TZVPD" total_charge=0 smiles=O.O.O.O.O.O.O orbital_gap_ev=10.89
H -1.06139 2.69605 -1.64182
H -1.66970 1.19279 -1.22835
H -0.54407 1.60971 0.64309
H -0.72274 0.45181 1.75331
H 1.22106 0.46907 1.14169
H 2.65844 0.59612 1.91289
H 2.24732 0.45575 -0.73916
H 0.84788 0.99937 -1.08710
H 1.48284 -1.55015 -1.02740
H 1.94215 -1.42686 0.32016
H -0.18891 -1.68726 0.31816
H -1.32721 -2.25623 1.13968
H -2.50078 -0.49713 -0.21790
H -3.98258 0.00851 -0.72928
O -0.94174 1.84469 -1.02935
O -0.21611 1.29541 1.61808
O 2.21916 0.03957 1.12784
O 1.58092 0.29690 -1.43329
O 1.52372 -2.14072 -0.27587
O -0.95930 -1.37839 0.89016
O -3.00695 -0.09015 -0.96733

Model two:
21
Properties=species:S:1:pos:R:3 method="wB97M-V/def2-TZVPD" total_charge=0 smiles=O.O.O.O.O.O.O orbital_gap_ev=11.71
O -13.16174 -23.39719 -22.81334
H -13.09497 -23.15297 -21.89023
H -13.40037 -22.58483 -23.25984
O -7.36648 -20.17820 -22.67690
H -7.63021 -20.76627 -21.96917
H -6.78653 -20.70706 -23.22480
O -9.92681 -28.76882 -17.35377
H -10.87704 -28.74720 -17.24060
H -9.80007 -28.93326 -18.28819
O -4.51349 -28.78127 -20.06228
H -5.31714 -28.28121 -20.20489
H -4.81539 -29.65382 -19.80982
O -13.03764 -20.25609 -13.26003
H -13.34107 -20.48207 -12.38078
H -12.12082 -20.53073 -13.27549
O -7.57836 -20.15688 -14.33168
H -6.69855 -20.27906 -14.68836
H -7.59957 -19.24119 -14.05363
O -8.65145 -22.68958 -18.73834
H -8.76198 -23.64000 -18.76501
H -8.66009 -22.47305 -17.80599

Stability summary: most stable model one, least stable model two.

Model one:
21
Properties=species:S:1:pos:R:3 method="wB97M-V/def2-TZVPD" total_charge=0 smiles=O.O.O.O.O.O.O orbital_gap_ev=10.21
O -2.79710 2.12057 0.27314
H -3.29410 1.67157 0.97314
H -1.93110 1.78157 0.39814
O 0.82590 0.62557 -2.42986
H 0.44890 -0.08143 -1.96186
H 0.68390 1.28657 -1.80386
O -2.88310 -1.10543 -0.43286
H -2.09610 -0.63743 -0.32086
H -2.58110 -2.02543 -0.49086
O -0.44310 -2.08143 1.80514
H 0.34890 -2.51443 1.52714
H -1.02010 -2.79243 2.03314
O 2.30890 -0.46643 0.53514
H 2.50290 -0.29843 1.45514
H 1.68490 -1.17243 0.42214
O 2.97390 2.28257 -1.25586
H 2.30890 1.73457 -1.60486
H 3.54590 1.59457 -0.89286
O -0.50710 0.22257 0.45714
H 0.37590 0.43757 0.26914
H -0.45610 -0.58243 1.04514

Model two:
21
Properties=species:S:1:pos:R:3 method="wB97M-V/def2-TZVPD" total_charge=0 smiles=O.O.O.O.O.O.O orbital_gap_ev=10.46
O -1.51729 -0.41600 2.85643
H -1.44429 -0.73100 1.92743
H -0.70829 -0.69200 3.27643
O 0.43571 1.51500 2.62043
H -0.36929 0.97700 2.61743
H 0.52271 2.00800 3.40543
O 0.26771 -1.74400 -2.34257
H 0.77471 -2.15700 -1.63357
H 0.75471 -2.06300 -3.12857
O 0.64371 0.76000 -1.82457
H 0.29471 1.34400 -2.43157
H 0.62571 -0.07900 -2.34457
O -2.19529 0.65900 -2.23357
H -1.35329 0.21700 -2.05257
H -2.59329 0.11300 -2.87157
O 2.65171 0.50500 1.50243
H 2.75971 0.82100 0.60243
H 1.90771 0.93600 1.89243
O -0.55929 -0.81700 0.35643
H -0.84929 -1.15200 -0.46657
H -0.04929 -0.00400 0.27243

Model three:
21
Properties=species:S:1:pos:R:3 method="wB97M-V/def2-TZVPD" total_charge=0 smiles=O.O.O.O.O.O.O orbital_gap_ev=11.56
O -23.88768 18.90695 8.61914
H -23.81894 18.03569 9.00955
H -24.80403 18.97858 8.35193
O -23.03766 22.88205 9.76215
H -23.99250 22.94317 9.79006
H -22.85626 21.94276 9.79460
O -27.37733 17.95711 5.49987
H -27.56095 18.88578 5.35813
H -26.57429 17.79306 5.00545
O -29.18971 18.12542 9.69079
H -28.71391 18.20688 8.86423
H -30.08476 17.90615 9.43186
O -25.17612 16.25016 11.25298
H -26.02328 16.01062 10.87726
H -24.65314 15.45055 11.19499
O -18.76612 20.69830 8.16260
H -18.35924 21.21957 8.85466
H -19.47337 20.22619 8.60208
O -22.09926 13.22984 10.25404
H -22.14654 12.44714 9.70506
H -21.70164 12.92679 11.07030

Stability summary: most stable model two, least stable model one.

Model one:
21
Properties=species:S:1:pos:R:3 method="wB97M-V/def2-TZVPD" total_charge=0 smiles=O.O.O.O.O.O.O orbital_gap_ev=10.84
H -0.39568 -0.57059 0.03796
H 0.77178 -1.44190 0.47144
H 4.46784 0.11173 1.17326
H 3.15764 0.06588 0.40428
H -2.40122 -1.01117 3.32311
H -1.12394 -0.58243 2.61971
H -1.54143 2.77309 -1.72610
H -2.75717 3.54024 -1.23266
H 1.05252 3.53571 0.36262
H 1.44547 2.93475 -0.97696
H -4.14245 -2.43233 -1.18616
H -5.59922 -1.99892 -1.18167
H 3.47983 -3.30677 -2.06930
H 2.68348 -2.87262 -0.84971
O 0.13748 -0.79884 0.80779
O 3.98592 0.55491 0.46591
O -1.70884 -0.34106 3.34677
O -2.13603 2.85104 -0.97154
O 1.74959 3.55282 -0.30280
O -4.70637 -1.66147 -1.31560
O 3.58079 -2.90206 -1.20038

Model two:
21
Properties=species:S:1:pos:R:3 method="wB97M-V/def2-TZVPD" total_charge=0 orbital_gap_ev=7.62
O -0.16431 -0.71454 2.60757
H 0.42417 -0.48183 1.88939
H 0.41468 -1.04284 3.29549
O 0.37848 2.23876 -2.57402
H 0.04992 1.39337 -2.26807
H 1.10760 2.01745 -3.15337
O -0.56239 0.43821 -2.36296
H -0.63795 -0.49277 -2.57223
H -0.24589 0.45625 -1.45978
O -0.23654 -1.39070 -0.35999
H 0.49364 -1.78711 0.11532
H -0.89031 -2.08728 -0.41989
O 0.03900 0.70085 -0.32357
H 0.61056 0.88111 0.42280
H 0.02328 -0.25400 -0.38869
O 1.48156 0.11951 1.54184
H 2.16297 -0.45970 1.88305
H 1.67264 0.97171 1.93364
O -2.36692 -0.26106 0.53772
H -2.23075 0.46747 1.14346
H -1.52346 -0.71289 0.51228

Model three:
21
Properties=species:S:1:pos:R:3 method="wB97M-V/def2-TZVPD" total_charge=0 smiles=O.O.O.O.O.O.O orbital_gap_ev=10.03
O 1.19503 0.01226 0.10837
H 1.23336 0.41656 -0.75802
H 0.36015 0.29817 0.40995
O -0.88756 1.38155 1.62917
H -0.81977 1.98912 2.34641
H -1.36747 1.88121 0.99331
O -2.06547 -1.13860 -0.00120
H -1.59028 -0.70426 0.72749
H -2.79411 -0.57552 -0.23834
O 1.68611 -0.16163 2.92081
H 0.83152 -0.62644 2.80592
H 1.69582 0.41340 2.18770
O -1.99001 0.52575 -2.52343
H -1.00436 0.50101 -2.67001
H -2.02341 1.14451 -1.82924
O 0.64383 0.60264 -2.77588
H 1.00297 -0.26020 -2.68643
H 0.58739 0.75062 -3.71871
O 2.09687 -2.31860 1.09347
H 1.27083 -2.73763 0.95021
H 1.93857 -1.39391 1.02848

Model four:
21
Properties=species:S:1:pos:R:3 method="wB97M-V/def2-TZVPD" total_charge=0 smiles=O.O.O.O.O.O.O orbital_gap_ev=11.30
O 2.59274 2.51198 -0.80227
H 3.07473 3.33536 -0.93140
H 3.14011 1.99768 -0.19931
O -0.42627 -2.25021 -1.74512
H -0.99061 -2.26282 -0.95396
H -0.67176 -3.03540 -2.24129
O 1.42638 1.42683 2.60229
H 2.12716 1.10222 2.03241
H 0.63629 0.98935 2.25854
O 2.18611 0.58081 -2.96874
H 2.30355 1.18086 -2.21753
H 1.36053 0.84737 -3.38254
O -0.12814 0.16400 0.44456
H 0.26024 0.57205 -0.33790
H -0.55052 -0.63659 0.11179
O -2.22371 -2.27146 0.46018
H -2.39530 -1.73497 1.25724
H -3.06903 -2.66437 0.22404
O -3.04355 -0.26444 2.31166
H -2.19202 0.15640 2.48730
H -3.41693 0.25534 1.59006

Stability summary: most stable model four, least stable model two.